C24H18IrN7O3 | ωB97M-V/def2-TZVPD

Its molar mass is 644.7 g mol⁻¹. The calculation puts the frontier orbital gap (alpha / beta) at 5.88 / 4.17 eV. As for the LUMO energy (alpha / beta): -6.13 / -10.01 eV. The calculation puts the strongest force on any atom at 2.92 eV Å⁻¹. The net charge is +2. Its multiplicity is 5. For the HOMO energy (alpha / beta), the calculation gives -0.441 / -0.521 Ha.

Element x y z (Å)
Ir -0.59923 -1.63303 -0.43318
O 7.20532 -0.44921 1.03993
C 6.17489 -0.82707 1.82105
O 6.31535 -1.45072 2.84759
C 4.81211 -0.63811 1.25548
C 3.98735 -1.76985 1.06635
C 2.72278 -1.64447 0.59411
C 2.07252 -0.39118 0.42264
C 2.94793 0.75976 0.47152
C 4.30095 0.63842 0.86035
N 0.78530 -0.24811 0.04193
C 0.29308 1.08448 -0.09388
C -2.04393 0.66995 0.15520
C -3.07570 1.49485 0.59542
C -3.83183 1.03603 1.64641
C -3.65824 -0.24088 2.12675
C -2.76239 -1.03265 1.48973
N -1.89136 -0.54781 0.56519
H 6.97548 0.06668 0.28332
H 4.39795 -2.74876 1.25161
H 2.14662 -2.54370 0.49606
H 2.54812 1.71722 0.20521
H 4.98891 1.45973 0.93538
H 1.00338 1.68466 -0.73698
H -3.12960 2.45157 0.22349
H -4.56091 1.64099 2.12236
H -4.14908 -0.58185 3.01909
H -2.58627 -2.07197 1.81053
N -0.44016 3.11039 0.89090
C 0.12332 1.91568 1.12095
N -1.05661 1.03344 -0.76183
C -1.18101 2.38589 -1.30320
C -1.45061 2.67850 -2.62497
C -1.74194 3.99315 -3.00006
C -1.73683 4.99399 -2.01300
C -1.29703 4.71912 -0.74450
C -0.95934 3.41071 -0.37939
H -0.70746 3.78255 1.63542
H 0.62775 1.56250 2.02961
H -1.45562 1.86594 -3.29420
H -1.90031 4.23860 -4.02355
H -1.96776 6.03000 -2.21023
H -1.09429 5.48342 -0.00310
N -3.04578 -5.03480 -0.66924
C -2.07792 -4.15556 -0.86684
O -2.15329 -2.97614 -0.54204
C -0.81627 -4.67337 -1.45214
C 0.07163 -3.55306 -1.58526
N 0.78949 -2.60498 -1.78199
C -0.52942 -6.02203 -1.63971
N -0.45489 -7.16832 -1.68434
H -3.93258 -4.86118 -0.24227
H -3.00257 -6.03941 -0.93768